Molecular formula: C24H30N2OS6V
Method: DFT, wB97M-V/def2-TZVPD

Geometry as XYZ:
```
64
Properties=species:S:1:pos:R:3:forces:R:3:lowdin_charge:R:1
V 0.187214 -0.163914 -0.054020 0.74 -0.21 -0.57 0.208
S -2.126837 -0.843281 -1.179663 -0.20 0.13 -0.03 0.915
S 4.377817 -1.923156 1.692397 0.05 0.09 0.01 0.887
S -1.146003 -1.177102 1.898549 -0.21 -0.14 0.09 0.852
S -0.271035 1.980624 1.284940 -0.03 -0.07 0.09 0.888
S 1.838319 -0.361523 1.682858 -0.14 0.21 0.16 0.588
S -1.533611 2.286963 -1.977489 -0.03 0.02 0.01 0.901
O 1.324143 0.977894 -1.090697 -0.27 0.13 0.24 -0.285
N 1.173953 -1.962616 -0.580123 -0.15 -0.14 0.06 -0.098
N 2.484703 -2.153120 -0.155147 0.25 0.13 0.02 -0.049
C 6.448537 0.839683 -1.312965 0.01 0.02 0.00 -0.079
C 2.826721 -1.560063 0.915511 0.02 -0.19 -0.14 -1.076
C 2.997090 1.438156 -2.711368 -0.01 0.01 0.04 -0.025
C 1.973713 -0.748336 -2.556668 0.03 0.02 0.00 -0.131
C 7.830210 0.698863 -1.363128 0.01 0.00 0.00 -0.099
C -0.975884 3.437411 0.474491 0.03 0.03 0.05 -0.489
C 5.387299 -2.434136 0.264893 -0.08 -0.14 -0.02 -0.419
C -2.923829 -1.942299 0.018391 0.00 -0.03 -0.04 -0.485
C 8.418853 -0.456174 -0.873793 0.01 0.00 0.00 -0.095
C 2.736621 -1.169632 -3.639261 0.03 -0.01 0.03 -0.032
C -1.586224 1.546103 2.452939 -0.01 -0.03 -0.03 -0.480
C -2.888065 -1.400464 1.437813 0.00 0.04 0.01 -0.487
C -0.002779 -2.340882 -2.692331 0.10 -0.09 0.00 -0.089
C 3.764163 0.992647 -3.772891 0.00 0.00 0.00 -0.105
C 7.627775 -1.465658 -0.340146 -0.02 -0.01 0.00 -0.054
C -2.099155 3.199986 -0.517113 -0.01 0.02 -0.01 -0.516
C 0.986441 -1.592409 -1.843382 -0.25 0.31 0.16 -0.361
C -3.459947 0.374662 -1.365637 -0.02 -0.05 0.06 -0.492
C -3.073607 1.437547 -2.381147 -0.01 -0.01 0.00 -0.537
C -1.271806 0.192739 3.076401 0.01 0.03 0.01 -0.505
C 5.662586 -0.165283 -0.776794 -0.01 0.01 -0.02 -0.037
C 3.640809 -0.309792 -4.243928 0.01 -0.02 -0.04 -0.099
C 2.091481 0.572281 -2.089860 0.03 -0.06 -0.14 -0.349
C 6.245578 -1.332022 -0.289344 0.00 0.01 0.02 -0.289
H -0.623673 -1.694577 -3.309451 0.02 0.01 -0.03 0.058
H 4.247381 -0.651199 -5.072067 0.00 0.00 0.00 0.095
H 2.643005 -2.188433 -3.997232 0.00 0.00 0.00 0.109
H -1.322491 4.103844 1.267026 0.04 0.01 0.00 0.086
H 9.494752 -0.574127 -0.904315 0.00 0.00 0.00 0.097
H -0.625596 -2.999494 -2.087289 -0.02 0.03 0.00 0.062
H -0.299986 0.214107 3.571655 0.00 -0.01 -0.01 0.061
H 8.090631 -2.369038 0.040839 0.00 0.00 0.00 0.106
H 4.686279 -2.801340 -0.484165 -0.02 -0.01 0.02 0.071
H -2.022361 -0.067578 3.823422 0.00 0.00 0.00 0.090
H 4.472336 1.667136 -4.239031 -0.01 0.00 -0.01 0.101
H -2.907815 2.650367 -0.035676 0.00 -0.02 -0.01 0.057
H 4.586272 -0.045929 -0.732571 -0.02 0.00 -0.03 0.103
H 5.980052 1.737733 -1.694869 -0.01 0.00 0.00 0.096
H -0.123750 3.925037 -0.000579 0.00 -0.04 -0.04 0.085
H -3.718454 0.815981 -0.402478 0.04 0.01 0.01 0.062
H -3.357834 -2.107359 2.123143 -0.01 0.01 0.00 0.087
H -2.503292 4.165144 -0.829214 0.00 0.00 0.00 0.084
H -4.333499 -0.172264 -1.726961 -0.01 0.01 0.02 0.089
H -2.553022 1.527729 1.945299 0.01 0.00 -0.02 0.066
H 0.577525 -2.974898 -3.371790 0.00 -0.04 0.03 0.083
H -2.386950 -2.890361 -0.046718 0.03 0.02 0.01 0.084
H -1.629039 2.301817 3.239329 0.00 0.01 -0.01 0.091
H 8.443187 1.487666 -1.780519 0.00 0.00 0.00 0.096
H -3.887583 2.156261 -2.492123 0.00 0.00 0.00 0.086
H -3.426351 -0.453823 1.500319 0.02 0.01 0.01 0.068
H -2.910190 0.978484 -3.357077 0.03 0.01 0.00 0.078
H 3.083406 2.451928 -2.339302 -0.01 -0.01 0.00 0.115
H 5.996462 -3.276723 0.590740 0.02 0.03 0.04 0.070
H -3.949139 -2.118784 -0.309339 0.01 -0.03 -0.01 0.088
```
Positions in Å, forces in eV/Å.

Properties
Expectation value of S²: 0.890
Total energy: -4450.41928 hartree
M: 605.86 g mol⁻¹
Multiplicity: 2
HOMO-LUMO gap (spin up / spin down): 6.687 / 6.320 eV

---

Molecular formula: C24H30N4O3S2
Method: DFT, wB97M-V/def2-TZVPD

Geometry as XYZ:
```
63
Properties=species:S:1:pos:R:3:forces:R:3:lowdin_charge:R:1
S -4.589783 -0.030111 0.816593 0.30 -0.05 -0.43 0.686
S 3.591368 -0.024273 0.559569 0.52 0.23 0.03 0.998
O -3.936298 0.781081 1.805085 0.12 0.10 -0.09 -0.287
O -6.932901 2.234857 -1.382002 -0.01 0.12 -0.15 -0.125
O -5.883827 -0.572679 1.123601 0.10 -0.20 -0.20 -0.277
N 1.031748 -2.447592 -0.898394 -1.30 -0.34 -0.11 0.068
N 0.937057 -0.662227 0.376331 0.41 -0.65 -0.44 0.010
N 2.276778 -1.997350 -0.757084 0.96 0.43 0.21 0.019
N -4.581267 0.848772 -0.617602 0.16 -0.49 0.92 -0.229
C 4.917853 -1.106609 -0.120723 -0.49 -0.03 0.13 -0.390
C 1.280017 2.437157 -0.073403 -0.24 -0.20 -0.11 -0.083
C -1.206458 -1.939722 -0.126546 -0.67 0.08 0.14 -0.117
C -0.762005 2.556304 1.389862 0.03 -0.21 -0.21 -0.063
C 8.593332 1.100300 -0.317145 -0.03 -0.01 0.07 -0.282
C -2.157528 -0.986289 0.222624 0.33 -0.18 -0.06 -0.005
C -1.641692 -3.245057 -0.389690 -0.02 0.06 0.04 -0.004
C -4.682566 2.290261 -0.485718 -0.25 0.49 0.30 -0.167
C 7.151971 -0.466473 0.813132 -0.13 -0.04 -0.09 -0.039
C 0.214473 -1.668180 -0.230087 0.64 0.02 -0.16 -0.243
C -2.974473 -3.587824 -0.274077 0.03 0.05 -0.01 -0.049
C 8.334796 0.246676 0.746852 0.06 0.08 -0.04 -0.042
C 6.199851 -0.348642 -0.190603 0.05 0.10 0.10 -0.323
C -6.142536 2.715687 -0.316743 0.28 0.11 0.06 -0.182
C -5.465908 0.318320 -1.636960 -0.51 -0.14 -0.28 -0.161
C 2.224075 -0.937681 0.012069 -0.09 -0.13 -0.06 -0.621
C 9.881525 1.859697 -0.404175 0.03 -0.04 -0.05 -0.053
C 0.515890 0.412054 1.236970 -0.40 0.48 0.07 -0.134
C -3.481536 -1.349996 0.347075 -0.46 0.25 0.15 -0.264
C -3.912529 -2.638841 0.113936 -0.17 0.09 0.06 -0.051
C -6.899204 0.824913 -1.443414 0.06 -0.30 -0.06 -0.187
C 0.075549 1.672132 0.468014 0.07 0.10 0.19 -0.408
C 6.452408 0.509998 -1.254589 0.01 -0.05 0.03 -0.041
C 7.633712 1.222196 -1.316089 -0.01 -0.02 0.03 -0.041
H 9.066326 0.139430 1.534972 0.08 0.01 0.07 0.110
H -1.663420 2.043778 1.722671 -0.09 -0.03 0.08 0.057
H 6.966977 -1.123305 1.651076 -0.03 -0.08 0.08 0.114
H -5.434039 -0.769619 -1.574131 -0.07 -0.05 -0.24 0.118
H -6.238842 3.802545 -0.332257 0.04 -0.06 0.10 0.130
H -1.921686 0.045704 0.399238 0.24 0.16 0.01 0.083
H 7.816889 1.883791 -2.150674 0.02 0.08 -0.09 0.113
H 1.363826 0.663344 1.882423 -0.15 -0.05 0.07 0.112
H -6.518796 2.322824 0.639976 -0.01 0.09 -0.04 0.131
H 1.941502 2.735433 0.736596 0.10 0.07 0.10 0.079
H -0.182512 2.839748 2.265664 0.06 0.08 0.15 0.087
H -7.304861 0.396056 -0.516864 -0.02 0.06 -0.17 0.115
H -4.258765 2.739922 -1.389396 -0.01 -0.05 0.07 0.134
H 10.559790 1.363441 -1.099019 0.10 0.03 -0.02 0.084
H 9.710076 2.869881 -0.770206 0.05 0.08 0.00 0.078
H -0.302165 0.046908 1.863795 0.14 0.02 0.02 0.133
H 5.715524 0.617860 -2.037544 -0.09 0.01 -0.08 0.117
H 0.950265 3.330836 -0.597739 0.00 0.11 -0.06 0.080
H -0.902992 -3.975010 -0.681095 0.04 -0.08 -0.01 0.112
H 10.368868 1.913288 0.566136 0.07 0.04 0.04 0.074
H -1.058572 3.463412 0.868874 -0.03 0.13 -0.01 0.081
H -3.287278 -4.600919 -0.475491 -0.02 -0.08 -0.01 0.110
H 4.985964 -1.969607 0.540219 0.04 -0.04 -0.16 0.085
H -0.538972 1.367312 -0.387215 0.02 -0.06 0.07 0.131
H -4.095024 2.577711 0.385266 0.01 0.21 -0.11 0.109
H -7.527905 0.542410 -2.289397 0.05 -0.07 0.07 0.130
H -4.955461 -2.881660 0.242662 -0.12 -0.08 0.00 0.115
H 1.848042 1.826072 -0.770064 0.12 0.01 -0.08 0.055
H -5.081702 0.638344 -2.611137 -0.01 -0.08 0.07 0.135
H 4.559219 -1.419442 -1.099792 0.11 -0.08 0.07 0.074
```
Positions in Å, forces in eV/Å.

Properties
Total energy: -2173.64636 hartree
M: 486.66 g mol⁻¹
Multiplicity: 1
HOMO-LUMO gap: 8.581 eV

---

Molecular formula: C24H30N4O5S
Method: DFT, wB97M-V/def2-TZVPD

Geometry as XYZ:
```
64
Properties=species:S:1:pos:R:3:forces:R:3:lowdin_charge:R:1
S 2.817950 -0.905783 5.175461 -0.41 0.43 0.11 1.095
O 1.176171 -2.204259 3.136396 0.17 -0.13 0.03 0.029
O 0.575413 1.507505 2.246760 0.11 0.14 -0.02 0.113
O -2.874633 -0.672382 0.641129 -0.33 -0.08 0.08 0.044
O 0.026915 -0.177079 -2.673961 0.41 -0.05 -0.25 0.068
O 2.573651 0.762622 1.545775 0.17 -0.29 -0.30 0.024
N 1.650464 3.332571 -1.268303 0.52 0.25 -0.16 0.080
N -0.656917 -0.895503 3.279592 -0.14 -0.04 -0.04 0.092
N -2.115212 -0.778575 -2.216686 -0.50 -0.21 -0.06 0.126
N -0.714423 -0.115953 0.390425 0.14 0.23 -0.18 0.029
C 0.597570 -1.255982 3.646091 -0.41 -0.11 -0.09 -0.543
C 1.755228 1.158209 6.267211 0.16 0.07 0.14 -0.178
C -1.347650 -3.441144 -5.495592 -0.31 -0.13 0.00 -0.208
C 1.251962 0.779306 1.565047 -0.32 0.01 -0.03 -0.482
C 2.890512 0.405425 6.274566 0.01 -0.33 -0.28 -0.399
C 0.954738 2.210654 -1.322690 -0.17 -0.33 -0.11 -0.088
C 3.266070 1.671705 2.408288 0.14 0.47 0.37 -0.198
C -1.549588 -4.034127 -4.104689 0.27 0.09 -0.02 -0.201
C 3.360625 3.060964 1.797994 -0.15 -0.39 0.00 -0.054
C 1.222378 -0.441656 4.688788 0.62 0.11 0.44 -0.448
C -1.716674 -0.753979 1.026657 0.05 -0.21 0.21 -0.406
C -2.290128 -2.261376 -5.712450 0.26 0.09 -0.01 -0.201
C -2.063803 -1.195278 -4.645293 -0.30 -0.13 -0.04 -0.153
C -0.282633 2.045686 -0.704515 -0.08 0.21 -0.12 -0.145
C -1.080694 0.769673 -0.724606 -0.16 -0.04 -0.14 -0.128
C -0.070523 4.310458 0.053672 -0.04 -0.08 -0.01 -0.053
C 0.796457 0.675246 5.358500 0.03 -0.41 -0.28 -0.116
C -0.980277 -0.095091 -2.000568 -0.42 0.39 0.49 -0.415
C -0.796879 3.135249 -0.006478 0.18 -0.02 -0.14 -0.013
C 0.691965 -0.294488 0.636484 0.19 -0.01 0.23 -0.013
C -1.376835 -1.599689 2.249402 -0.22 -0.26 0.08 -0.057
C -2.277795 -1.791900 -3.253106 0.50 0.07 -0.14 -0.296
C -1.324967 -2.970432 -3.035009 -0.29 -0.13 -0.01 -0.151
C 1.154652 4.354414 -0.594394 -0.17 0.18 0.11 -0.165
H -3.311193 -2.147004 -3.173077 0.06 0.03 0.00 0.155
H -1.525511 -4.204994 -6.255197 0.08 0.00 -0.04 0.107
H -2.821728 -0.744046 -1.493054 0.13 0.11 0.04 0.121
H -0.156172 1.148978 5.205421 -0.19 0.08 -0.07 0.113
H -2.566316 -4.426242 -4.020256 -0.05 -0.09 0.00 0.113
H -0.299556 -2.603012 -3.089440 0.03 0.02 0.05 0.115
H -0.765438 -2.461843 1.960637 -0.13 0.12 0.03 0.136
H 1.769386 5.245214 -0.575751 -0.02 0.13 0.05 0.107
H 1.607973 2.025554 6.885435 0.00 0.14 0.11 0.103
H -1.753454 3.056313 0.490652 -0.09 -0.03 0.05 0.124
H -1.044303 -0.815595 -4.710947 -0.01 0.05 0.00 0.112
H -2.750136 -0.358530 -4.791877 0.02 0.05 0.03 0.119
H 1.398530 1.420018 -1.910130 -0.09 -0.11 0.05 0.111
H -1.487230 -3.391800 -2.039751 0.03 0.03 0.04 0.117
H 3.996095 3.686371 2.418239 0.09 0.09 0.08 0.080
H 2.744632 1.715066 3.370100 0.11 -0.11 -0.08 0.106
H 3.770235 0.549963 6.869772 0.17 0.06 0.15 0.063
H 3.777756 3.004947 0.795773 0.06 0.05 -0.09 0.080
H -0.443725 5.168033 0.591799 -0.01 0.08 0.03 0.103
H -1.048090 -0.031640 3.616697 0.14 -0.01 0.01 0.140
H 1.231405 -0.259235 -0.313612 -0.03 -0.08 0.11 0.140
H -3.325218 -2.609739 -5.667150 -0.08 -0.03 -0.07 0.112
H -0.857297 -4.863302 -3.947741 -0.07 -0.07 0.02 0.109
H 4.253748 1.226360 2.539460 -0.14 0.02 0.02 0.127
H -2.331819 -1.965005 2.644053 0.16 0.04 -0.20 0.135
H -2.134312 1.027443 -0.563739 0.29 -0.07 -0.06 0.147
H 0.897712 -1.267878 1.091854 0.02 0.11 -0.08 0.131
H 2.372190 3.509775 1.738096 -0.03 0.05 0.01 0.061
H -2.125694 -1.829421 -6.701155 -0.09 0.00 -0.03 0.109
H -0.315561 -3.099762 -5.595007 0.09 -0.01 -0.05 0.116
```
Positions in Å, forces in eV/Å.

Properties
Total energy: -1926.04700 hartree
M: 486.59 g mol⁻¹
Multiplicity: 1
HOMO-LUMO gap: 9.523 eV

---

Molecular formula: C24H30N5O3PPt
Method: DFT, wB97M-V/def2-TZVPD

Geometry as XYZ:
```
64
Properties=species:S:1:pos:R:3:forces:R:3:lowdin_charge:R:1
Pt 0.072185 1.616489 0.180499 0.58 0.23 0.06 0.974
P -1.676132 0.525662 0.980721 -0.05 0.06 0.17 0.875
O -1.524486 3.798538 0.280764 -0.06 -0.06 -0.54 0.051
O -2.470582 4.138704 -1.612994 0.12 -0.17 -0.11 0.104
O 1.137663 1.390458 1.877338 0.04 -0.78 0.55 -0.179
N 0.175264 -0.011632 -2.250609 -0.01 -0.01 -0.10 0.048
N -0.553900 0.846364 -3.068132 0.04 -0.03 0.09 0.003
N -1.719261 3.537248 -0.883649 0.10 -0.05 0.27 -0.396
N -0.966687 2.391837 -1.360622 -0.71 0.34 -0.47 -0.048
N -1.818716 2.640641 -3.573712 -0.03 0.10 0.10 0.232
C 5.628655 -2.277101 -1.196802 0.00 0.02 0.02 -0.018
C -2.424409 -2.120420 1.152403 0.04 0.03 0.05 -0.069
C -0.939433 -3.988858 0.869067 0.01 -0.03 0.00 -0.042
C 4.737324 -1.480938 -0.293966 0.02 0.04 -0.09 -0.212
C 4.506139 -1.873909 1.015825 -0.01 0.00 0.05 0.024
C -3.551181 0.166475 -1.028751 0.00 0.07 -0.01 -0.100
C 3.315394 0.456196 0.032381 0.04 0.10 0.07 -0.195
C 2.094744 0.648925 2.206200 0.01 0.31 -0.11 -0.111
C 0.107798 -3.123041 0.586628 0.00 0.01 -0.01 -0.058
C -4.723087 0.466702 -1.703993 0.05 -0.02 0.00 -0.054
C -1.373358 -1.242606 0.869702 -0.03 -0.12 0.01 -0.357
C -1.138373 1.985812 -2.647176 0.13 0.01 0.16 -0.370
C -5.553674 1.479292 -1.238147 -0.03 0.01 0.01 -0.040
C 2.815781 1.778612 -0.490743 -0.24 -0.07 0.20 -0.037
C 3.492509 -1.624162 3.282973 -0.01 0.00 -0.06 -0.019
C 3.042334 0.004898 1.352597 -0.17 -0.08 -0.05 -0.131
C 4.148943 -0.292393 -0.760452 0.12 -0.08 0.03 0.013
C -2.203448 -3.488277 1.151768 -0.02 0.02 0.00 -0.042
C -3.206636 0.881885 0.121931 -0.10 0.00 -0.01 -0.370
C -5.215025 2.194090 -0.098491 0.02 0.01 0.00 -0.039
C -0.105416 -1.751963 0.585486 -0.06 -0.06 0.00 -0.115
C 3.683712 -1.146316 1.865842 0.06 -0.03 0.01 -0.173
C -1.892713 0.948611 2.714816 -0.07 -0.01 0.08 -0.187
C -4.044183 1.898645 0.584549 0.00 -0.03 -0.01 -0.081
H -2.308017 3.485628 -3.324050 -0.04 0.05 -0.02 0.105
H -2.920524 -0.641240 -1.381485 0.01 -0.03 0.02 0.104
H -0.772834 -5.057941 0.868713 0.00 0.01 0.00 0.121
H 6.437014 -1.654422 -1.583187 -0.01 0.01 0.00 0.101
H -6.476300 1.701281 -1.757995 0.01 0.01 -0.01 0.121
H -0.697676 0.592518 -4.034703 -0.03 -0.02 -0.01 0.164
H 3.734280 -0.843882 4.006187 0.01 -0.01 0.01 0.098
H -0.330903 -0.879733 -2.109907 0.01 0.00 0.01 0.095
H -3.794579 2.461298 1.474680 0.00 0.01 -0.01 0.110
H 6.066182 -3.129359 -0.682760 -0.01 0.00 0.00 0.089
H 2.834972 2.569441 0.257697 0.04 0.00 0.02 0.100
H -2.811219 0.493771 3.088402 0.02 -0.01 0.02 0.078
H -1.935600 2.030053 2.838875 -0.01 0.00 0.00 0.064
H -1.864835 2.291883 -4.516982 -0.02 0.00 0.02 0.141
H -5.863380 2.979743 0.264788 0.00 -0.01 0.00 0.124
H 4.149869 -2.466691 3.481707 0.00 0.00 0.00 0.091
H 4.994661 -2.763279 1.394169 -0.01 0.00 -0.01 0.131
H 2.469441 -1.954327 3.470575 -0.01 0.01 -0.01 0.095
H 4.402392 0.062566 -1.753498 0.00 -0.01 0.00 0.133
H 1.071501 -0.209041 -2.679833 0.03 0.02 0.01 0.110
H 1.774571 1.630694 -0.858976 0.22 0.17 -0.38 0.002
H -3.018398 -4.163846 1.373862 0.00 0.01 0.00 0.122
H 1.092731 -3.514410 0.365963 0.00 0.00 0.00 0.113
H -5.000004 -0.100707 -2.582721 0.00 0.00 0.01 0.116
H 2.194458 0.500134 3.283301 0.05 0.05 0.00 0.147
H 5.066565 -2.644364 -2.057624 0.01 0.00 0.00 0.097
H -1.041323 0.563808 3.273773 -0.01 0.01 0.00 0.058
H 3.388459 2.110767 -1.353711 -0.03 -0.02 -0.03 0.104
H -3.413013 -1.739986 1.380019 -0.02 0.01 -0.02 0.121
H 0.713765 -1.084826 0.351466 0.02 0.04 0.00 0.065
```
Positions in Å, forces in eV/Å.

Properties
Total energy: -1892.09808 hartree
M: 662.59 g mol⁻¹
Multiplicity: 1
Total charge: +2
HOMO-LUMO gap: 7.748 eV